Molecular formula: C17H17Br2FeN6O3S2
Method: DFT, ωB97M-V with the def2-TZVPD basis set

XYZ file:
```
48
C17H17Br2FeN6O3S2 | the Open Molecules 2025 dataset | ωB97M-V with the def2-TZVPD basis set
Fe 0.09 0.07 0.14
Br -5.61 2.56 2.87
C -4.00 1.92 2.18
C -2.97 2.78 1.87
C -1.83 2.24 1.31
N -1.67 0.94 1.08
C -2.66 0.10 1.41
C -3.84 0.55 1.96
C -2.40 -1.34 1.14
C -3.27 -2.35 1.49
C -2.94 -3.66 1.17
Br -4.08 -5.06 1.64
C -1.75 -3.92 0.50
C -0.94 -2.85 0.21
N -1.24 -1.59 0.52
H -3.05 3.85 2.04
H -1.00 2.88 1.04
H -4.65 -0.12 2.22
H -4.20 -2.15 2.01
H -1.48 -4.93 0.23
H 0.01 -3.00 -0.30
N 1.89 -0.71 -0.59
N 1.73 -1.19 -1.91
C 0.73 -0.75 -2.72
N 0.74 -1.19 -3.96
S -0.48 0.30 -2.19
H 2.62 0.00 -0.56
H 2.19 -1.49 0.00
H 2.50 -1.69 -2.31
H 1.46 -1.80 -4.33
H 0.01 -0.89 -4.58
N 0.95 -0.22 2.15
C 2.00 0.78 2.14
C 3.06 0.76 3.02
C 4.03 1.76 2.95
C 3.92 2.75 1.97
C 2.85 2.78 1.08
C 1.89 1.78 1.18
S 5.17 4.07 1.91
O 4.88 4.77 0.67
O 4.88 4.81 3.13
O 6.42 3.33 1.93
H 1.21 -1.06 2.65
H 0.12 0.14 2.62
H 3.14 -0.02 3.77
H 4.87 1.79 3.63
H 2.80 3.57 0.34
H 1.03 1.78 0.48
```

Frontier orbital gap (spin up / spin down) (eV): 5.180 / 5.189
HOMO energy (spin up / spin down) (eV): -9.62 / -9.62
Net charge: +1